No. 1
Entry from OMol25: a 2-piece molecular cluster, C3H8N2O2 overall in a non-equilibrium geometry (ωB97M-V with the def2-TZVPD basis set).

Output
HOMO level in eV: -10.3
Relative energy (zero: lowest compared OMol25 entry of this formula, charge and spin) in kcal per mole: 80.43
Largest force on an atom in eV/A: 4.313
Gap between HOMO and LUMO in eV: 10.67
SMILES: [H]/N=C\O.C=NCO

The geometry in XYZ format:
```
15
C3H8N2O2, DFT ωB97M-V with the def2-TZVPD basis set
C -1.024 1.604 -0.019
C 2.214 -0.114 -0.246
C -1.986 -0.547 0.181
N 3.152 0.690 -0.244
N -2.050 0.882 0.003
O 1.614 -0.762 0.755
O -0.844 -1.376 -0.085
H -1.337 2.648 0.016
H 0.121 1.340 -0.142
H 1.959 -0.468 -1.303
H -2.781 -0.895 -0.398
H -2.384 -0.932 1.284
H 3.317 1.001 0.742
H 0.941 -1.407 0.480
H -0.913 -1.664 -1.022
```

No. 2
Entry from OMol25: a 2-piece molecular cluster, CH9Cl3NO3P2 overall (ωB97M-V with the def2-TZVPD basis set).

Output
HOMO level in eV: -3.6
Relative energy (zero: lowest compared OMol25 entry of this formula, charge and spin) in kcal per mole: 0.00
Net charge: -1
Largest force on an atom in eV/A: 0.311
Gap between HOMO and LUMO in eV: 6.30

The geometry in XYZ format:
```
19
CH9Cl3NO3P2, DFT ωB97M-V with the def2-TZVPD basis set
N 2.403 -0.805 1.840
P 1.813 -1.121 0.420
O 2.359 -2.576 -0.141
O 2.647 -0.217 -0.703
P -0.497 -0.987 0.032
O -0.723 -1.900 1.490
H 1.637 -0.788 2.504
H 2.274 -2.618 -1.099
H 2.815 0.637 -0.287
H -0.480 0.194 0.866
H -0.195 -0.209 -1.160
H -0.384 -2.233 -0.746
H -1.920 -0.889 -0.234
H -0.661 -2.832 1.255
C -2.181 3.344 -0.874
Cl -2.400 1.918 -1.874
Cl -3.702 3.799 -0.076
Cl -0.902 3.115 0.306
H -1.904 4.169 -1.518
```

No. 3
Entry from OMol25: a 9-piece molecular cluster, C45H52F2O9 overall in a non-equilibrium geometry (ωB97M-V with the def2-TZVPD basis set).

Output
HOMO level in eV: -8.9
Largest force on an atom in eV/A: 4.698
Gap between HOMO and LUMO in eV: 9.41
SMILES: COC(=O)OC.COC(=O)OC.COC(=O)OC.Fc1ccccc1.Fc1ccccc1.c1ccccc1.c1ccccc1.c1ccccc1.c1ccccc1

The geometry in XYZ format:
```
108
C45H52F2O9, DFT ωB97M-V with the def2-TZVPD basis set
C -0.173 5.174 4.906
O 0.513 5.349 3.658
C 0.043 4.768 2.574
O -0.825 3.903 2.602
O 0.822 5.080 1.558
C 0.737 4.423 0.338
H -1.218 5.330 4.640
H -0.048 5.875 5.732
H 0.108 4.196 5.297
H 1.511 3.665 0.458
H 0.927 5.092 -0.502
H -0.171 3.828 0.242
C -4.486 1.793 -3.043
O -3.692 0.675 -3.202
C -3.751 -0.329 -2.324
O -4.410 -0.399 -1.284
O -3.031 -1.366 -2.742
C -2.146 -1.290 -3.787
H -4.721 2.127 -4.054
H -3.982 2.657 -2.611
H -5.404 1.632 -2.477
H -1.582 -2.208 -3.955
H -1.365 -0.541 -3.651
H -2.631 -0.972 -4.710
C 5.442 0.058 4.411
O 4.136 -0.156 3.864
C 3.616 0.796 3.176
O 4.132 1.897 2.919
O 2.446 0.415 2.778
C 1.522 1.293 2.073
H 5.725 -0.873 4.902
H 5.354 0.831 5.174
H 6.188 0.441 3.714
H 0.479 0.983 2.143
H 1.673 1.358 0.996
H 1.652 2.329 2.385
F -1.514 2.766 -1.394
C -0.749 1.659 -1.178
C 0.407 1.405 -1.965
C 0.976 0.112 -1.857
C 0.401 -0.824 -0.963
C -0.623 -0.503 -0.117
C -1.104 0.822 -0.175
H 0.666 2.130 -2.723
H 1.836 -0.203 -2.429
H 0.876 -1.788 -0.852
H -1.085 -1.131 0.630
H -1.840 1.078 0.572
F 4.162 -1.385 -6.802
C 3.571 -0.250 -6.468
C 2.429 -0.247 -5.798
C 1.633 0.883 -5.576
C 2.140 2.045 -6.093
C 3.441 2.175 -6.697
C 4.122 0.999 -6.896
H 2.108 -1.251 -5.562
H 0.719 0.915 -5.002
H 1.607 2.984 -6.079
H 3.761 3.141 -7.060
H 5.095 0.931 -7.360
C 1.910 -5.277 3.738
C 3.051 -4.540 3.675
C 3.035 -3.430 2.847
C 1.854 -3.080 2.181
C 0.673 -3.780 2.347
C 0.711 -4.913 3.117
H 1.834 -6.204 4.288
H 3.907 -4.774 4.291
H 3.882 -2.761 2.815
H 1.762 -2.186 1.583
H -0.189 -3.433 1.796
H -0.227 -5.422 3.286
C 3.607 -2.329 -2.013
C 3.848 -1.440 -3.047
C 4.240 -0.164 -2.740
C 4.484 0.237 -1.428
C 4.473 -0.721 -0.451
C 4.003 -1.983 -0.751
H 3.222 -3.325 -2.172
H 3.744 -1.679 -4.095
H 4.327 0.554 -3.542
H 4.707 1.278 -1.242
H 4.546 -0.497 0.603
H 3.956 -2.715 0.041
C -5.431 3.642 2.457
C -6.559 3.144 1.884
C -6.654 1.845 1.443
C -5.519 1.015 1.557
C -4.341 1.458 2.198
C -4.288 2.785 2.624
H -5.426 4.665 2.804
H -7.413 3.799 1.978
H -7.557 1.405 1.046
H -5.520 -0.040 1.328
H -3.578 0.718 2.388
H -3.382 3.182 3.057
C -3.712 -3.353 0.177
C -3.748 -4.715 0.081
C -3.423 -5.457 1.190
C -3.276 -4.861 2.472
C -3.359 -3.518 2.582
C -3.599 -2.726 1.397
H -3.738 -2.781 -0.739
H -3.835 -5.271 -0.841
H -3.298 -6.529 1.159
H -3.034 -5.480 3.323
H -3.374 -2.984 3.521
H -3.724 -1.654 1.433
```

No. 4
Entry from OMol25: a 3-piece molecular cluster, C3H11NO3 overall in a non-equilibrium geometry (ωB97M-V with the def2-TZVPD basis set).

Output
HOMO level (spin up / spin down) in eV: -7.9 / -7.9
Relative energy (zero: lowest compared OMol25 entry of this formula, charge and spin) in kcal per mole: 144.74
Largest force on an atom in eV/A: 1.293
Gap between HOMO and LUMO (spin up / spin down) in eV: 5.62 / 5.62

The geometry in XYZ format:
```
18
C3H11NO3, DFT ωB97M-V with the def2-TZVPD basis set
C -0.651 1.460 1.457
O 0.328 2.445 1.027
O -0.131 0.404 2.062
H 1.038 2.396 1.680
H 0.182 -0.856 1.445
H -1.387 1.993 2.095
H -1.179 1.199 0.503
C 1.104 0.130 -0.980
C -0.734 -1.252 -1.671
N -0.167 -0.431 -0.643
O 0.345 -1.757 0.852
H -0.400 -2.321 1.097
H 1.881 -0.343 -0.373
H -0.019 -1.939 -2.137
H 1.375 0.041 -2.037
H 1.099 1.175 -0.631
H -1.605 -1.787 -1.294
H -1.079 -0.557 -2.452
```